No. 1
74
Properties=species:S:1:pos:R:3:forces:R:3:mulliken_spin:R:1 method="wB97M-V/def2-TZVPD" charge=0 mol_weight_g_mol=1182.997 lumo_energy_ev="-1.05 / -1.76" gap_ev="6.3173 / 6.0419" multiplicity=3 relative_energy_kj_mol=153.6 e_homo_ev="-7.3665 / -7.7983"
W 0.3366 -1.0176 -0.1519 0.2685 0.2918 0.8785 0.02
C -5.0664 -1.8310 -1.2761 0.0442 0.0755 0.0004 0.00
O -4.0161 -1.1005 -0.6567 -0.0642 -0.0156 0.0338 0.00
C -3.6987 -1.4454 0.6150 0.1362 -0.0297 -0.0438 0.00
C -4.5156 -2.1346 1.4925 -0.0435 0.0246 -0.0311 0.00
C -4.0815 -2.4411 2.7852 -0.0155 -0.0233 0.0161 0.00
C -2.8280 -2.0696 3.2063 0.0080 0.0027 0.0098 0.00
C -1.9742 -1.3973 2.3211 -0.1040 -0.1128 0.0932 0.00
C -0.6628 -0.9782 2.7405 -0.0698 0.5571 0.0069 0.00
N 0.1530 -0.3755 1.9465 0.6857 -0.7732 -0.0142 0.00
N 1.3682 0.0337 2.4493 -0.0860 0.4082 0.0002 0.00
C 2.1391 0.4330 1.4804 -0.0861 -0.6358 0.1805 0.00
O 1.7466 0.4198 0.2154 -0.1018 -0.4107 -0.0839 0.00
C 3.5271 0.8259 1.7810 -0.0828 0.3278 -0.1883 0.00
C 4.2884 1.4368 0.7896 0.0007 -0.0256 -0.0231 0.00
C 5.5958 1.8109 1.0527 0.0058 0.0110 0.0189 0.00
C 6.1462 1.5688 2.3035 0.0006 0.0066 -0.0146 0.00
C 5.3879 0.9541 3.2914 -0.0218 -0.0061 0.0059 0.00
C 4.0781 0.5848 3.0359 0.0100 0.0237 0.0056 0.00
C -2.4014 -1.0977 1.0300 0.0875 0.0114 -0.0674 0.00
O -1.5594 -0.5242 0.1641 -0.0061 -0.2824 -0.2339 0.00
H -6.0271 -1.6446 -0.7916 -0.0066 0.0045 -0.0142 0.00
H -4.8409 -2.8988 -1.2683 -0.0244 -0.0415 0.0244 0.00
H -5.1112 -1.4781 -2.3027 0.0006 -0.0030 0.0005 0.00
H -5.4968 -2.4576 1.1754 -0.0117 0.0093 0.0010 0.00
H -4.7406 -2.9842 3.4483 -0.0015 0.0067 0.0005 0.00
H -2.4859 -2.3034 4.2065 0.0072 0.0111 -0.0012 0.00
H -0.3622 -1.1434 3.7716 0.0401 0.1984 0.0229 0.00
H 3.8510 1.6026 -0.1863 0.0059 -0.0153 -0.0018 0.00
H 6.1875 2.2860 0.2812 -0.0002 -0.0052 -0.0010 0.00
H 7.1698 1.8549 2.5088 0.0014 -0.0034 -0.0035 0.00
H 5.8215 0.7576 4.2631 -0.0010 -0.0008 0.0000 0.00
H 3.4793 0.1001 3.7934 -0.0051 -0.0073 0.0017 0.00
C -1.9248 3.4567 0.0450 -0.0089 -0.0168 -0.0233 0.00
P -0.3970 2.4468 -0.1163 -0.1046 0.0373 0.0012 0.00
C 0.7338 3.4096 0.9693 0.0026 -0.0522 0.0421 0.00
C 0.2140 2.9565 -1.7691 0.0757 0.0053 -0.0157 0.00
C 0.5329 4.2869 -2.0364 -0.0161 0.0029 -0.0102 0.00
C 1.0488 4.6734 -3.2608 0.0027 -0.0097 -0.0163 0.00
C 1.2594 3.7170 -4.2427 -0.0028 0.0100 0.0159 0.00
C 0.9435 2.3913 -3.9955 0.0433 -0.0168 -0.0001 0.00
C 0.4175 1.9915 -2.7648 -0.0261 -0.0007 0.0252 0.00
P -0.0965 0.2363 -2.5279 0.2371 0.2776 0.0774 -0.01
C 0.6463 -0.6227 -3.9341 -0.1653 -0.0115 -0.0569 0.01
C -1.8633 0.3117 -2.9635 0.0283 0.1135 0.0559 0.01
H -1.7776 4.4949 -0.2573 0.0002 0.0064 0.0143 0.00
H -2.2371 3.4332 1.0906 -0.0065 0.0041 -0.0004 0.00
H -2.7272 3.0207 -0.5508 0.0116 0.0054 -0.0231 0.00
H 0.5490 4.4840 0.9243 0.0096 -0.0013 -0.0221 0.00
H 1.7670 3.2134 0.6824 0.0029 -0.0112 0.0036 0.00
H 0.6037 3.0772 2.0005 -0.0202 0.0146 0.0046 0.00
H 0.3789 5.0374 -1.2701 0.0017 -0.0054 0.0016 0.00
H 1.2905 5.7120 -3.4463 0.0007 -0.0032 -0.0012 0.00
H 1.6689 4.0000 -5.2037 0.0029 0.0002 0.0030 0.00
H 1.1193 1.6669 -4.7775 0.0010 0.0063 0.0073 0.00
H 0.2732 -0.2184 -4.8755 -0.0040 0.0111 0.0115 -0.01
H 0.3494 -1.6699 -3.8842 0.0820 -0.0166 0.0299 0.01
H 1.7309 -0.5579 -3.8941 0.0069 -0.0238 0.0143 0.00
H -1.9732 0.9028 -3.8735 -0.0117 -0.0149 -0.0010 0.00
H -2.4320 0.7652 -2.1530 0.0036 -0.0059 0.0288 0.00
H -2.2283 -0.7006 -3.1197 -0.0263 -0.0110 -0.0196 0.00
C 3.9735 -3.2114 -2.1168 -0.0572 1.0880 0.0291 0.04
S 2.9054 -2.5777 -0.8147 1.3053 -1.3367 -0.3701 0.16
O 3.7927 -1.9757 0.1644 0.0997 0.3896 0.1046 0.12
O 1.1023 -2.3108 0.6756 -1.1218 0.5964 -0.0622 -0.01
O 1.9657 -1.6260 -1.5517 -0.5370 0.6325 0.0310 0.12
H 4.6223 -3.9336 -1.6303 -0.0051 0.0199 -0.0311 0.00
H 4.5340 -2.3536 -2.4926 0.0679 -0.1231 -0.1817 -0.01
H 3.3415 -3.6807 -2.8635 0.1081 0.0215 -0.2046 0.01
Se -1.4382 -6.1770 -2.7546 0.3172 -0.0419 0.0032 0.71
Sb 0.4139 -4.6504 -2.2218 -1.5384 0.8077 -0.5625 -0.02
Se 2.1642 -5.2235 -0.7008 -0.0403 -0.7514 0.7682 0.46
Se 0.7846 -4.2925 -4.5947 0.0904 -0.2251 0.2115 0.36
Se -1.1064 -2.6689 -1.4308 0.6209 -0.9499 -0.4609 0.01

***

No. 2
63
Properties=species:S:1:pos:R:3:forces:R:3:lowdin_charge:R:1 method="wB97M-V/def2-TZVPD" charge=0 mol_weight_g_mol=433.552 lumo_energy_ev=0.72 gap_ev=8.6095 relative_energy_kj_mol=293.1 e_homo_ev=-7.8882
C -4.6060 -2.5588 1.1101 0.4613 0.0943 -0.0369 -0.06
C -3.1336 -2.9249 1.1166 -0.2100 -0.4856 0.0846 -0.22
H -2.8048 -3.2280 2.1172 -0.0003 0.0027 -0.1642 0.13
H -2.9188 -3.7485 0.4260 -0.0155 0.1042 0.1413 0.12
O -2.3815 -1.7810 0.7131 -0.3389 0.3196 -0.0150 -0.01
C -1.0792 -1.9800 0.4885 0.3928 -0.0877 0.0623 -0.47
O -0.5495 -3.0523 0.6272 -0.0107 -0.0415 0.0591 0.14
C -0.3879 -0.7082 0.0116 -0.0346 0.2181 -0.1353 -0.34
C 1.1293 -0.9190 0.0250 -0.0713 -0.2144 0.3141 -0.10
C 1.6635 -0.9985 1.4630 0.0932 -0.1338 -0.1669 -0.17
N 1.3092 0.1362 2.2905 0.1231 0.0648 0.2585 -0.15
C -0.1289 0.3062 2.3108 -0.2314 0.1906 -0.1422 -0.15
C -0.7512 0.4749 0.9193 0.0753 -0.1769 0.2002 -0.10
H -0.3781 1.3985 0.4743 -0.0343 -0.0495 -0.0390 0.09
H -1.8349 0.5515 1.0133 -0.0236 0.0586 -0.0533 0.12
H -0.3658 1.1742 2.9296 -0.0798 -0.0949 0.0389 0.12
H -0.5484 -0.5824 2.7948 -0.0755 0.0274 0.0641 0.13
C 2.0577 1.3435 1.9545 0.1444 -0.1613 -0.2435 -0.13
C 1.7456 2.4461 2.9098 0.2304 -0.3814 0.0552 -0.21
C 1.8380 2.4148 4.2735 -0.0487 -0.0241 -0.2178 -0.04
C 1.4780 3.6895 4.7644 0.0370 0.1213 -0.0709 -0.07
C 1.2026 4.4685 3.6836 -0.1058 0.3284 0.3330 -0.09
N 1.3559 3.7180 2.5411 0.0165 -0.1245 0.4751 0.01
C 1.1731 4.2329 1.2623 -0.0910 0.4507 -0.9247 -0.24
N 0.7109 3.4156 0.3222 -0.0331 0.0581 0.5361 0.11
C 0.5149 3.8876 -0.8964 0.0247 0.2169 -0.2450 -0.13
C 0.7568 5.2012 -1.2556 0.0316 0.0456 0.0365 -0.06
C 1.2456 6.0589 -0.2793 -0.0923 -0.1662 -0.0228 -0.06
C 1.4637 5.5759 0.9958 0.0072 -0.1465 0.0742 0.00
H 1.8694 6.2116 1.7659 0.0520 0.0267 0.0637 0.11
H 1.4633 7.0908 -0.5134 0.0180 0.0636 0.0025 0.11
H 0.5756 5.5420 -2.2621 -0.0235 0.0082 -0.0976 0.10
H 0.1386 3.1689 -1.6134 -0.0433 -0.0034 -0.1308 0.11
H 0.8608 5.4832 3.6397 -0.0549 0.1503 -0.0658 0.11
H 1.4302 3.9885 5.7928 -0.0452 0.1183 0.1607 0.09
H 2.1241 1.5604 4.8527 0.0556 -0.2350 0.0554 0.11
H 1.8823 1.6910 0.9285 0.1648 -0.1461 0.1923 0.09
H 3.1191 1.0823 2.0512 -0.0831 0.0457 -0.0717 0.13
H 2.7522 -1.0916 1.4460 -0.0086 -0.0517 0.0199 0.12
H 1.2560 -1.8933 1.9408 0.0902 -0.0140 -0.0489 0.12
H 1.3731 -1.8474 -0.4915 0.0683 0.0496 -0.0577 0.12
H 1.6085 -0.0906 -0.5001 -0.0170 0.0584 -0.0998 0.12
C -0.9039 -0.4273 -1.4238 -0.0091 -0.1605 0.1546 -0.07
C -0.8223 -1.6404 -2.3051 0.0204 0.0797 -0.2798 -0.21
C 0.3371 -1.9345 -2.9999 0.0399 -0.1341 -0.1245 0.04
C 0.4402 -3.0886 -3.7757 -0.0224 0.0952 0.0679 -0.26
C -0.6420 -3.9553 -3.8582 0.2490 -0.1581 -0.1933 -0.03
C -1.8095 -3.6502 -3.1774 -0.0569 0.0540 0.0725 -0.07
C -1.9065 -2.5066 -2.4116 -0.1121 -0.0629 -0.0348 -0.05
H -2.8272 -2.2781 -1.8957 -0.1016 0.0401 0.0754 0.11
H -2.6526 -4.3219 -3.2525 -0.0624 -0.0459 -0.0106 0.11
H -0.5937 -4.8587 -4.4451 0.0450 -0.0625 -0.0692 0.10
O 1.6353 -3.2659 -4.4095 -0.1370 0.2546 0.2238 -0.08
C 1.8171 -4.4247 -5.1842 0.0195 -0.1946 -0.1326 -0.09
H 2.8321 -4.3631 -5.5741 -0.0809 -0.0509 0.0028 0.09
H 1.7170 -5.3324 -4.5801 -0.0103 0.0340 -0.0289 0.10
H 1.1114 -4.4655 -6.0208 0.0220 -0.0087 0.0455 0.09
H 1.1909 -1.2763 -2.9597 0.1219 0.1090 0.0233 0.13
H -0.3089 0.3852 -1.8455 -0.0071 0.0600 0.0505 0.12
H -1.9422 -0.0972 -1.3517 0.0156 0.0596 -0.0323 0.13
H -4.7876 -1.7286 1.7875 -0.0898 0.0671 0.0706 0.08
H -5.1965 -3.4131 1.4280 -0.0751 -0.0783 0.0337 0.08
H -4.9176 -2.2650 0.1110 -0.0827 0.0193 -0.0927 0.07